1.
# C3H8N2O2

A molecular structure, C3H8N2O2 in a non-equilibrium geometry (ωB97M-V with the def2-TZVPD basis set, the Open Molecules 2025 dataset).

Energy above the lowest of the compared OMol25 structures with the same formula, charge and spin   97.2 kcal/mol
Spin multiplicity   1

Each line ends with the natural charge from an NBO analysis.
Positions of all 15 atoms, in Å:
C1 -0.227 -2.384 0.547  -0.681
N1 -0.718 -0.014 0.358  -0.369
C2 -0.536 -1.171 -0.273  0.557
O1 -0.886 0.979 -0.680  -0.547
O2 -0.831 -1.228 -1.521  -0.711
H1 -0.894 0.176 -1.584  0.499
H2 0.555 2.558 1.430  0.378
H3 -0.138 -2.125 1.599  0.228
H4 0.687 -2.850 0.178  0.232
H5 -1.033 -3.108 0.426  0.237
C3 0.693 2.019 -0.474  0.140
N2 0.986 1.867 0.826  -0.793
H6 0.682 0.898 1.138  0.435
H7 1.254 1.376 -1.149  0.192
H8 0.406 3.007 -0.822  0.202

***

2.
# C3H8N2O2

A molecular structure, C3H8N2O2 in a non-equilibrium geometry (ωB97M-V with the def2-TZVPD basis set, the Open Molecules 2025 dataset).

Energy above the lowest of the compared OMol25 structures with the same formula, charge and spin   159.5 kcal/mol
Spin multiplicity   1

Each line ends with the natural charge from an NBO analysis.
Positions of all 15 atoms, in Å:
C1 0.667 1.278 -0.361  -0.109
C2 -1.220 -0.486 0.774  -0.515
N1 -0.729 0.158 -1.708  -0.266
C3 0.687 -0.041 0.682  0.530
N2 1.289 -1.160 0.076  -0.847
O1 -0.452 1.346 -1.171  -0.312
O2 1.064 0.309 1.811  -0.598
H1 -1.667 0.316 -2.096  0.306
H2 1.723 -1.799 0.725  0.389
H3 0.810 -1.572 -0.710  0.395
H4 0.704 2.190 0.225  0.215
H5 1.571 1.099 -0.935  0.206
H6 -1.018 -0.991 1.708  0.210
H7 -1.744 -1.132 0.081  0.198
H8 -1.686 0.486 0.898  0.201

***

3.
# C3H8N2O2

C3H8N2O2 in the gas phase in a non-equilibrium geometry (ωB97M-V with the def2-TZVPD basis set, the Open Molecules 2025 dataset).

Energy above the lowest of the compared OMol25 structures with the same formula, charge and spin   94.9 kcal/mol
Spin multiplicity   1

Each line ends with the natural charge from an NBO analysis.
Positions of all 15 atoms, in Å:
C1 -1.463 -0.017 -0.525  -0.625
C2 -0.744 0.776 0.538  -0.428
C3 0.861 0.337 0.630  0.248
N1 1.087 -1.006 1.056  -0.856
O1 1.463 0.584 -0.591  -0.425
N2 1.201 -0.458 -1.628  0.370
O2 1.593 -0.138 -2.694  -0.239
H1 -1.087 0.201 -1.525  0.208
H2 -1.267 -1.096 -0.440  0.198
H3 -2.535 0.175 -0.515  0.220
H4 -0.736 1.842 0.316  0.206
H5 -1.163 0.607 1.526  0.197
H6 1.319 1.027 1.352  0.186
H7 0.611 -1.676 0.467  0.368
H8 0.858 -1.158 2.031  0.372

***

4.
# C3H8N2O2

C3H8N2O2 in the gas phase in a non-equilibrium geometry (ωB97M-V with the def2-TZVPD basis set, the Open Molecules 2025 dataset).

Energy above the lowest of the compared OMol25 structures with the same formula, charge and spin   92.0 kcal/mol
Spin multiplicity   1

Each line ends with the natural charge from an NBO analysis.
Positions of all 15 atoms, in Å:
C1 -1.363 -0.873 0.793  -0.614
C2 -0.093 -0.519 0.036  -0.070
N1 1.144 -0.771 0.975  -0.866
C3 -0.104 0.927 -0.460  0.133
O1 -0.652 1.002 -1.763  -0.712
N2 1.416 1.381 -0.334  0.171
O2 1.947 1.456 -1.440  -0.313
H1 -1.463 -0.274 1.704  0.205
H2 -1.358 -1.928 1.085  0.226
H3 -2.242 -0.686 0.167  0.218
H4 0.046 -1.219 -0.794  0.211
H5 1.261 -0.138 1.764  0.375
H6 1.979 -0.993 0.433  0.374
H7 -0.632 1.616 0.205  0.179
H8 0.112 1.020 -2.371  0.483

***

5.
# C3H8N2O2

2 unconnected molecules or ions with the total composition C3H8N2O2 in a non-equilibrium geometry (ωB97M-V with the def2-TZVPD basis set, the Open Molecules 2025 dataset).

Energy above the lowest of the compared OMol25 structures with the same formula, charge and spin   34.0 kcal/mol
Spin multiplicity   1

Each line ends with the natural charge from an NBO analysis.
Positions of all 15 atoms, in Å:
C1 -0.882 -1.098 0.164  -0.448
N1 0.222 -0.143 0.409  -0.565
C2 1.450 -0.517 0.329  0.316
N2 1.952 -1.596 -0.337  -0.820
H1 -1.781 -0.591 -0.174  0.215
H2 -1.228 -1.574 1.096  0.215
H3 -0.645 -1.822 -0.602  0.169
H4 2.136 0.212 0.790  0.188
H5 2.847 -1.963 -0.064  0.403
H6 1.371 -2.171 -0.930  0.402
O1 -2.160 3.265 -0.820  -0.595
C3 -1.273 2.505 -0.404  0.642
O2 -0.887 2.250 0.851  -0.713
H7 -0.722 1.885 -1.148  0.076
H8 -0.401 1.359 0.841  0.515

***

6.
# C3H8N2O2

C3H8N2O2 in the gas phase in a non-equilibrium geometry (ωB97M-V with the def2-TZVPD basis set, the Open Molecules 2025 dataset).

Energy above the lowest of the compared OMol25 structures with the same formula, charge and spin   29.8 kcal/mol
Spin multiplicity   1

Each line ends with the natural charge from an NBO analysis.
Positions of all 15 atoms, in Å:
N1 -1.769 1.353 1.354  -0.821
C1 -1.051 0.704 0.277  -0.324
C2 0.471 0.730 0.480  0.663
O1 0.878 1.467 1.367  -0.617
N2 1.337 -0.120 -0.149  -0.640
C3 0.893 -1.340 -0.787  0.093
O2 0.626 -1.065 -2.146  -0.720
H1 -2.005 0.662 2.064  0.347
H2 -1.221 2.020 1.879  0.384
H3 -1.514 -0.245 0.090  0.208
H4 -1.146 1.330 -0.626  0.214
H5 2.278 0.222 -0.255  0.411
H6 -0.036 -1.694 -0.267  0.161
H7 1.651 -2.123 -0.655  0.170
H8 0.609 -1.902 -2.626  0.470

***

7.
# C3H8N2O2

C3H8N2O2 in the gas phase in a non-equilibrium geometry (ωB97M-V with the def2-TZVPD basis set, the Open Molecules 2025 dataset).

Energy above the lowest of the compared OMol25 structures with the same formula, charge and spin   72.1 kcal/mol
Spin multiplicity   1

Each line ends with the natural charge from an NBO analysis.
Positions of all 15 atoms, in Å:
H1 0.987 -2.468 -0.621  0.354
N1 0.358 -1.721 -0.901  -0.723
C1 0.206 -0.710 -0.151  0.399
N2 1.140 -0.195 0.737  -0.342
O1 2.129 -1.089 1.196  -0.565
C2 -0.959 0.209 -0.431  0.044
C3 -0.613 1.687 -0.528  -0.628
O2 -1.740 -0.057 0.785  -0.735
H2 0.744 0.297 1.534  0.378
H3 2.911 -0.994 0.627  0.474
H4 -1.485 -0.154 -1.322  0.203
H5 0.244 1.812 -1.183  0.226
H6 -1.458 2.244 -0.933  0.221
H7 -0.370 2.088 0.453  0.215
H8 -2.094 -0.950 0.738  0.479

***

8.
# C3H8N2O2

C3H8N2O2 in the gas phase in a non-equilibrium geometry (ωB97M-V with the def2-TZVPD basis set, the Open Molecules 2025 dataset).

Energy above the lowest of the compared OMol25 structures with the same formula, charge and spin   53.2 kcal/mol
Spin multiplicity   1

Each line ends with the natural charge from an NBO analysis.
Positions of all 15 atoms, in Å:
C1 1.682 -0.119 -0.442  -0.709
C2 0.374 0.583 -0.221  0.548
N1 -0.715 -0.057 -1.548  -0.908
O1 0.224 1.774 -0.069  -0.693
C3 -0.580 -0.515 0.995  0.502
N2 -1.180 0.244 1.942  -0.837
O2 -0.358 -1.709 1.133  -0.651
H1 2.131 0.238 -1.372  0.217
H2 2.352 0.139 0.376  0.240
H3 1.533 -1.196 -0.459  0.235
H4 -0.868 0.663 -2.245  0.407
H5 -0.467 -0.950 -1.961  0.405
H6 -1.451 -0.174 -0.758  0.434
H7 -1.174 1.245 1.823  0.414
H8 -1.502 -0.167 2.806  0.397

***

9.
# C3H8N2O2

2 unconnected molecules or ions with the total composition C3H8N2O2 in a non-equilibrium geometry (ωB97M-V with the def2-TZVPD basis set, the Open Molecules 2025 dataset).

<S²>   2.01
Energy above the lowest of the compared OMol25 structures with the same formula, charge and spin   62.4 kcal/mol
Spin multiplicity   3

Each line ends with the Löwdin spin population.
Positions of all 15 atoms, in Å:
C1 0.845 -1.878 0.231  0.678
C2 -0.786 1.964 1.408  0.001
C3 -0.265 -1.212 -1.705  0.103
N1 -0.994 2.834 2.245  0.001
N2 0.232 -2.267 -0.804  0.947
O1 0.210 1.041 1.274  0.012
O2 0.503 0.005 -1.602  0.039
H1 1.431 -2.659 0.735  0.078
H2 1.033 -0.813 0.545  0.090
H3 -1.605 1.950 0.641  0.000
H4 -1.390 -0.810 -1.593  0.033
H5 -0.283 -1.612 -2.788  0.013
H6 -0.454 3.005 3.021  0.000
H7 0.138 0.609 0.401  0.003
H8 1.385 -0.157 -2.010  0.003

***

10.
# C3H8N2OP2

2 unconnected molecules or ions with the total composition C3H8N2OP2 in a non-equilibrium geometry (ωB97M-V with the def2-TZVPD basis set, the Open Molecules 2025 dataset).

Energy above the lowest of the compared OMol25 structures with the same formula, charge and spin   31.0 kcal/mol
Spin multiplicity   1

Each line ends with the natural charge from an NBO analysis.
Positions of all 16 atoms, in Å:
H1 1.848 0.422 -1.277  0.382
N1 2.219 0.882 -0.433  -1.266
P1 1.222 1.800 0.363  1.406
O1 -0.215 1.870 -0.172  -0.842
C1 -1.021 0.919 -0.919  -0.068
C2 -1.739 -0.053 0.108  -0.425
C3 -0.699 -0.957 0.971  -0.630
H2 -0.450 0.413 -1.666  0.184
H3 -1.784 1.602 -1.469  0.205
H4 -2.371 0.649 0.700  0.213
H5 -2.328 -0.798 -0.373  0.218
H6 0.116 -1.345 0.355  0.233
H7 -0.240 -0.314 1.691  0.197
H8 -1.241 -1.738 1.722  0.229
N2 3.027 -2.271 -0.083  -0.985
P2 3.654 -1.080 0.483  0.949

***

11.
# C3H8N2OS

2 unconnected molecules or ions with the total composition C3H8N2OS in a non-equilibrium geometry (ωB97M-V with the def2-TZVPD basis set, the Open Molecules 2025 dataset).

Energy above the lowest of the compared OMol25 structures with the same formula, charge and spin   118.7 kcal/mol
Spin multiplicity   1

Each line ends with the natural charge from an NBO analysis.
Positions of all 15 atoms, in Å:
C1 1.874 0.740 -1.920  -0.282
C2 1.082 0.513 0.188  -0.127
C3 0.283 -0.243 1.209  0.403
H1 3.086 0.483 -1.842  0.205
H2 1.585 2.118 -1.520  0.153
H3 1.365 0.538 -3.131  0.217
H4 0.740 1.521 -0.102  0.197
H5 2.155 0.750 0.534  0.197
H6 -0.074 -0.884 2.927  0.316
H7 -1.610 -0.877 1.731  0.390
H8 -1.712 -1.377 -1.069  0.127
N1 0.754 -0.549 2.310  -0.634
N2 -1.091 -0.384 0.929  -0.788
O1 1.165 -0.144 -1.055  -0.561
S1 -1.996 -0.041 -0.538  0.187

***

12.
# C3H8N2OS

C3H8N2OS in the gas phase in a non-equilibrium geometry (ωB97M-V with the def2-TZVPD basis set, the Open Molecules 2025 dataset).

Energy above the lowest of the compared OMol25 structures with the same formula, charge and spin   28.4 kcal/mol
Spin multiplicity   1

Each line ends with the natural charge from an NBO analysis.
Positions of all 15 atoms, in Å:
N1 -0.300 1.925 0.551  -0.827
C1 -0.163 0.934 1.480  0.762
O1 -0.758 1.095 2.640  -0.685
N2 0.596 -0.256 1.310  -0.640
C2 0.920 -0.704 -0.006  -0.242
C3 -0.234 -1.164 -0.941  -0.530
S1 0.225 -0.848 -2.643  -0.026
H1 -1.053 2.453 0.961  0.411
H2 -0.565 1.630 -0.405  0.384
H3 0.825 -0.767 2.179  0.431
H4 1.557 0.070 -0.536  0.208
H5 1.577 -1.561 0.013  0.216
H6 -0.682 -2.078 -0.851  0.220
H7 -1.055 -0.460 -0.805  0.202
H8 -0.890 -0.270 -2.948  0.114

***

> Number 4 is which compound?

C3H8N2O2